[1]
{"formula": "H5NOSi", "method": "wB97M-V/def2-TZVPD", "multiplicity": 3, "de_lowest_ev": 0.923, "s_squared": 2.004, "species": ["N", "O", "Si", "H", "H", "H", "H", "H"], "positions_angstrom": [[-0.390, 1.145, 0.748], [-0.662, -1.123, -0.846], [0.628, -0.465, -0.085], [-0.909, 1.367, -0.065], [0.208, 1.921, 0.876], [-1.361, -1.350, -0.301], [1.227, -0.313, -1.297], [1.258, -1.182, 0.971]], "mulliken_charge": [-0.749, -0.472, 0.245, 0.381, 0.511, 0.309, -0.119, -0.106]}

***

[2]
{"formula": "C2H16NO4S", "method": "wB97M-V/def2-TZVPD", "multiplicity": 2, "de_lowest_ev": 1.055, "s_squared": 0.753, "total_charge": 2, "species": ["C", "C", "S", "N", "H", "H", "H", "H", "H", "H", "H", "H", "H", "H", "O", "H", "H", "O", "H", "H", "O", "H", "H", "O"], "positions_angstrom": [[-1.222, 0.659, -0.067], [-1.036, 0.022, -1.521], [0.655, -0.627, -1.993], [-0.019, 0.568, 0.840], [-1.939, -0.139, 0.241], [-1.699, 1.629, 0.009], [-1.262, 0.855, -2.218], [-1.719, -0.818, -1.628], [0.092, -1.536, -2.880], [0.803, 0.434, 0.256], [-0.012, -0.150, 1.595], [0.106, 1.302, 1.532], [3.132, 1.301, -0.364], [2.777, 2.496, 0.589], [2.526, 1.607, 0.321], [-0.010, -2.012, 6.037], [-0.837, -2.142, 4.828], [0.039, -1.827, 5.091], [-1.821, 0.615, -5.467], [-0.973, -0.645, -5.242], [-1.690, -0.129, -4.865], [0.141, -0.406, 3.772], [0.126, 1.224, 3.625], [-0.137, 0.377, 3.257]], "mulliken_charge": [-0.383, -0.687, 0.194, -0.070, 0.253, 0.453, 0.448, 0.516, 0.339, 0.213, 0.371, 0.336, 0.315, 0.311, -0.614, 0.335, 0.334, -0.680, 0.342, 0.323, -0.630, 0.352, 0.332, -0.702]}

***

[3]
{"formula": "C3H6N3", "method": "wB97M-V/def2-TZVPD", "de_lowest_ev": 3.803, "total_charge": 1, "species": ["C", "C", "C", "N", "N", "N", "H", "H", "H", "H", "H", "H"], "positions_angstrom": [[-0.322, -0.098, 0.129], [0.994, -0.525, -0.398], [0.983, 0.867, -1.070], [-1.636, -0.980, 2.148], [-1.760, -1.016, 0.985], [-0.330, 1.041, -0.466], [1.759, -0.707, 0.355], [0.943, -1.382, -1.068], [1.724, 1.573, -0.698], [0.970, 0.874, -2.159], [-2.322, -1.444, 2.744], [-1.004, 1.796, -0.502]], "mulliken_charge": [0.217, -0.353, -0.377, -0.187, 0.014, 0.017, 0.282, 0.268, 0.280, 0.292, 0.310, 0.236]}